No. 1
Molecular formula: C19H22N4O4S2
Method: DFT, ωB97M-V/def2-TZVPD

Each line ends with the natural charge from an NBO analysis.
Cartesian coordinates (Å):
C -5.02 -2.65 -0.49  -0.25
H -4.56 -3.63 -0.67  0.18
O -4.45 -2.01 0.62  -0.50
C -3.12 -1.72 0.58  0.30
C -2.59 -1.09 1.71  -0.23
C -1.26 -0.73 1.77  -0.23
C -0.41 -1.00 0.70  0.10
C -0.93 -1.63 -0.42  -0.18
C -2.26 -1.99 -0.48  -0.30
H -2.62 -2.48 -1.37  0.22
H -0.30 -1.85 -1.26  0.23
N 0.96 -0.63 0.76  -0.66
S 1.84 -0.70 -0.68  2.34
O 1.92 -2.06 -1.12  -0.92
O 1.29 0.26 -1.62  -0.97
C 3.46 -0.18 -0.24  -0.52
C 4.12 0.99 -0.59  0.24
N 5.37 0.85 -0.12  -0.32
N 5.57 -0.32 0.50  -0.26
C 4.43 -0.97 0.44  0.19
C 4.21 -2.31 1.02  -0.66
H 3.63 -2.91 0.33  0.25
H 3.66 -2.23 1.96  0.23
H 5.17 -2.78 1.22  0.24
H 6.14 1.51 -0.20  0.42
C 3.63 2.20 -1.30  -0.67
H 2.76 1.95 -1.88  0.27
H 4.41 2.61 -1.95  0.23
H 3.35 2.97 -0.58  0.24
C 1.32 0.44 1.66  -0.32
C 0.42 1.68 1.55  0.67
O 0.08 2.31 2.53  -0.63
N 0.11 2.01 0.29  -0.64
H 0.41 1.42 -0.48  0.43
C -0.97 2.93 -0.02  -0.26
C -2.16 2.17 -0.52  -0.21
C -2.24 1.42 -1.65  -0.26
C -3.49 0.79 -1.81  -0.25
C -4.34 1.06 -0.78  -0.42
S -3.62 2.08 0.40  0.46
H -5.35 0.72 -0.64  0.24
H -3.75 0.17 -2.65  0.22
H -1.43 1.32 -2.35  0.23
H -1.21 3.47 0.90  0.25
H -0.62 3.64 -0.78  0.21
H 2.35 0.73 1.44  0.25
H 1.29 0.09 2.70  0.23
H -0.91 -0.25 2.67  0.23
H -3.25 -0.87 2.54  0.23
H -4.93 -2.04 -1.40  0.17
H -6.07 -2.79 -0.25  0.20

## Properties
Energy above the lowest of the compared OMol25 structures with the same formula, charge and spin: 60.5 kcal/mol
E: -2053.56322 Ha
SMILES string: COc1ccc(N(CC(=O)NCc2cccs2)S(=O)(=O)c2c(C)n[nH]c2C)cc1
HOMO level: -7.91 eV

=====

No. 2
Molecular formula: C16H14BrIrO7Se2
Method: DFT, ωB97M-V/def2-TZVPD

Each line ends with the natural charge from an NBO analysis.
Cartesian coordinates (Å):
Ir -0.87 0.08 0.27  0.74
O 0.79 -0.07 6.29  -0.56
C 0.51 -0.09 5.09  0.38
C -0.94 -0.17 4.53  0.34
O -1.93 -0.24 5.27  -0.61
C -0.81 -0.14 3.13  0.26
C 0.57 -0.03 2.77  0.29
O 0.91 0.10 1.56  -0.70
C 1.42 -0.05 3.97  0.34
O 2.68 -0.07 4.01  -0.58
O -1.71 -0.20 2.17  -0.75
O 4.33 0.08 -0.23  -0.72
C 3.99 -0.08 -1.59  -0.05
C 2.46 -0.08 -1.76  -0.15
C 2.18 -0.08 -3.28  -0.07
O 2.67 1.06 -3.94  -0.75
C 1.95 1.20 -1.09  -0.58
Se 0.05 1.71 -1.40  -0.20
C 1.94 -1.35 -1.10  -0.56
Se 0.05 -1.87 -1.35  -0.11
H 5.28 -0.01 -0.12  0.46
H 4.39 -1.03 -1.98  0.14
H 4.42 0.74 -2.19  0.16
H 1.10 -0.19 -3.44  0.21
H 2.68 -0.94 -3.73  0.16
H 2.17 1.81 -3.59  0.47
H 2.54 2.06 -1.43  0.19
H 2.07 1.11 -0.02  0.27
H 2.11 -1.29 -0.03  0.25
H 2.51 -2.21 -1.49  0.19
Br -7.47 -0.01 -0.76  -0.05
C -5.57 0.01 -0.57  -0.09
C -4.90 1.22 -0.61  -0.26
C -3.52 1.22 -0.49  -0.25
C -2.79 0.04 -0.33  -0.17
C -3.51 -1.16 -0.31  -0.18
C -4.89 -1.18 -0.42  -0.28
H -5.44 2.14 -0.71  0.20
H -3.00 2.17 -0.54  0.21
H -2.99 -2.10 -0.20  0.20
H -5.43 -2.12 -0.37  0.20

## Properties
Energy above the lowest of the compared OMol25 structures with the same formula, charge and spin: 27.9 kcal/mol
E: -8626.04310 Ha
HOMO level: -1.53 eV
Total charge: -2